No. 1
# C39H75NO15P2

3 unconnected molecules or ions with the total composition C39H75NO15P2 in a non-equilibrium geometry (the ωB97M-V functional and the def2-TZVPD basis, the Open Molecules 2025 dataset).

Each atom is followed by the atoms it is bonded to, with distances in Å.
Atoms and positions in Å:
1 C -2.6858 -3.1158 0.3744  C2 1.535, H36 1.088, H37 1.089, H38 1.093
2 C -2.3244 -1.6412 0.6018  C1 1.535, C3 1.532, H39 1.096, H40 1.090
3 C -2.6268 -1.1703 2.0284  C2 1.532, N4 1.475, H41 1.096, H42 1.093
4 N -1.9470 -1.9707 3.0637  C3 1.475, C5 1.460, H43 1.014
5 C -1.2122 -1.1785 4.0450  N4 1.460, C6 1.543, O27 1.417, H44 1.093
6 C 0.0574 -1.8990 4.5443  C5 1.543, O7 1.425, H45 1.089, H46 1.093
7 O 1.1256 -0.9591 4.4736  C6 1.425, C8 1.388
8 C 2.3359 -1.4337 3.9864  O7 1.388, C9 1.523, O11 1.394, O18 1.433
9 C 3.0245 -2.2944 5.0370  C8 1.523, C10 1.546, H47 1.089, H48 1.088
10 C 3.1940 -1.5173 6.3626  C9 1.546, H49 1.090, H50 1.086, H51 1.088
11 O 2.2240 -1.9936 2.7148  C8 1.394, C12 1.422
12 C 2.5170 -3.3763 2.5619  O11 1.422, C13 1.531, H52 1.093, H53 1.091
13 C 2.1748 -3.7667 1.1219  C12 1.531, C14 1.527, C15 1.539, H54 1.096
14 C 0.7703 -3.2985 0.7475  C13 1.527, H55 1.091, H56 1.091, H57 1.088
15 C 2.3404 -5.2824 0.9149  C13 1.539, C16 1.547, C17 1.551, H58 1.093
16 C 1.4433 -6.1236 1.8534  C15 1.547, H59 1.094, H60 1.089, H61 1.090
17 C 2.0264 -5.6825 -0.5502  C15 1.551, H62 1.092, H63 1.087, H64 1.091
18 O 3.1617 -0.2706 3.8452  C8 1.433, C19 1.377
19 C 2.7493 0.6002 2.8616  O18 1.377, O20 1.199, C21 1.505
20 O 1.8184 1.3464 2.9778  C19 1.199
21 C 3.6003 0.6305 1.6207  C19 1.505, C22 1.381, C26 1.391
22 C 3.4104 -0.2260 0.5548  C21 1.381, C23 1.386, H65 1.080
23 C 4.2294 -0.1703 -0.5616  C22 1.386, C24 1.384, H66 1.082
24 C 5.2584 0.7547 -0.6103  C23 1.384, C25 1.384, H67 1.082
25 C 5.4262 1.6351 0.4436  C24 1.384, C26 1.383, H68 1.083
26 C 4.6102 1.5854 1.5589  C21 1.391, C25 1.383, H69 1.082
27 O -1.9841 -0.8875 5.1966  C5 1.417, C28 1.429
28 C -2.5736 0.4138 5.1793  O27 1.429, C29 1.527, H70 1.090, H71 1.095
29 C -1.5754 1.5380 5.4482  C28 1.527, C30 1.526, H72 1.093, H73 1.092
30 C -1.3131 1.8021 6.9281  C29 1.526, O31 1.436, H74 1.091, H75 1.092
31 O -0.2681 0.9234 7.3723  C30 1.436, C32 1.360
32 C 0.2419 1.3070 8.5727  O31 1.360, O33 1.205, C34 1.509
33 O -0.4716 1.6505 9.4817  C32 1.205
34 C 1.7465 1.2807 8.6801  C32 1.509, C35 1.534, H76 1.089, H77 1.089
35 C 2.1456 0.7837 10.0758  C34 1.534, H78 1.088, H79 1.089, H80 1.090
36 H -2.1136 -3.5394 -0.4482  C1 1.088
37 H -2.5771 -3.6986 1.2880  C1 1.089
38 H -3.7444 -3.1625 0.1058  C1 1.093
39 H -2.9754 -1.0513 -0.0529  C2 1.096
40 H -1.3045 -1.3952 0.3055  C2 1.090
41 H -3.7149 -1.2436 2.1398  C3 1.096
42 H -2.3792 -0.1071 2.0713  C3 1.093
43 H -2.6825 -2.4196 3.5986  N4 1.014
44 H -0.8578 -0.2744 3.5430  C5 1.093
45 H 0.2142 -2.7998 3.9536  C6 1.089
46 H -0.0991 -2.1734 5.5904  C6 1.093
47 H 2.4227 -3.1716 5.2710  C9 1.089
48 H 4.0158 -2.6076 4.7152  C9 1.088
49 H 2.4098 -1.8223 7.0558  C10 1.090
50 H 3.0967 -0.4443 6.2231  C10 1.086
51 H 4.1659 -1.7287 6.8034  C10 1.088
52 H 3.5814 -3.5898 2.6878  C12 1.093
53 H 1.9048 -4.0086 3.2072  C12 1.091
54 H 2.8779 -3.2752 0.4395  C13 1.096
55 H 0.5051 -3.5473 -0.2807  C14 1.091
56 H 0.0067 -3.7460 1.3863  C14 1.091
57 H 0.6698 -2.2197 0.8494  C14 1.088
58 H 3.3679 -5.5979 1.1143  C15 1.093
59 H 1.9968 -6.3659 2.7650  C16 1.094
60 H 1.1554 -7.0720 1.4033  C16 1.089
61 H 0.5431 -5.5970 2.1698  C16 1.090
62 H 2.0381 -4.7800 -1.1649  C17 1.092
63 H 2.7240 -6.4244 -0.9296  C17 1.087
64 H 1.0078 -6.0636 -0.6345  C17 1.091
65 H 2.6124 -0.9533 0.5816  C22 1.080
66 H 4.0418 -0.8846 -1.3527  C23 1.082
67 H 5.9128 0.7731 -1.4716  C24 1.082
68 H 6.2126 2.3790 0.4188  C25 1.083
69 H 4.7548 2.2668 2.3866  C26 1.082
70 H -3.3600 0.4044 5.9338  C28 1.090
71 H -3.0151 0.5658 4.1889  C28 1.095
72 H -1.9953 2.4504 5.0173  C29 1.093
73 H -0.6172 1.3308 4.9665  C29 1.092
74 H -2.2414 1.6707 7.4854  C30 1.091
75 H -0.9913 2.8399 7.0335  C30 1.092
76 H 2.1675 2.2718 8.5177  C34 1.089
77 H 2.1051 0.5755 7.9319  C34 1.089
78 H 1.7448 1.4568 10.8305  C35 1.088
79 H 1.7653 -0.2210 10.2530  C35 1.089
80 H 3.2316 0.7734 10.1687  C35 1.090
81 C 1.4775 0.8201 -2.0415  C82 1.517, H92 1.090, H93 1.088, H94 1.090
82 C 0.8997 0.0656 -3.2244  C81 1.517, O83 1.430, H95 1.095, H96 1.090
83 O 0.7218 0.9099 -4.3648  C82 1.430, P84 1.616
84 P 1.9827 1.2384 -5.3206  O83 1.616, O85 1.477, O86 1.626, O89 1.608
85 O 2.3705 -0.0426 -5.9447  P84 1.477
86 O 1.2028 2.0403 -6.5003  P84 1.626, C87 1.437
87 C 1.4447 1.7156 -7.8788  O86 1.437, C88 1.515, H97 1.090, H98 1.092
88 C 0.3567 0.8324 -8.4550  C87 1.515, H99 1.090, H100 1.091, H101 1.089
89 O 2.4036 2.5780 -4.5371  P84 1.608, C90 1.451
90 C 3.6504 3.2422 -4.8696  O89 1.451, C91 1.516, H102 1.092, H103 1.089
91 C 3.4721 4.2226 -6.0124  C90 1.516, H104 1.090, H105 1.090, H106 1.089
92 H 2.5018 1.1337 -2.2414  C81 1.090
93 H 1.4802 0.1935 -1.1523  C81 1.088
94 H 0.8963 1.7205 -1.8398  C81 1.090
95 H 1.5318 -0.7882 -3.4877  C82 1.095
96 H -0.0882 -0.3218 -2.9738  C82 1.090
97 H 2.4195 1.2421 -7.9952  C87 1.090
98 H 1.4750 2.6640 -8.4201  C87 1.092
99 H 0.2474 -0.0822 -7.8718  C88 1.090
100 H 0.5899 0.5663 -9.4869  C88 1.091
101 H -0.6056 1.3410 -8.4405  C88 1.089
102 H 4.4204 2.5040 -5.1044  C90 1.092
103 H 3.9634 3.7687 -3.9696  C90 1.089
104 H 3.3935 3.7058 -6.9689  C91 1.090
105 H 4.3285 4.8952 -6.0686  C91 1.090
106 H 2.5630 4.8071 -5.8784  C91 1.089
107 C -8.2574 3.8023 -5.4949  C108 1.518, H118 1.091, H119 1.091, H120 1.090
108 C -7.0988 3.9395 -6.4659  C107 1.518, O109 1.432, H121 1.093, H122 1.089
109 O -5.8316 3.8322 -5.8076  C108 1.432, P110 1.605
110 P -5.2419 2.3777 -5.4696  O109 1.605, O111 1.474, O112 1.623, O115 1.606
111 O -4.9642 1.6560 -6.7242  P110 1.474
112 O -3.7761 2.8072 -4.9215  P110 1.623, C113 1.433
113 C -2.5852 2.1598 -5.3849  O112 1.433, C114 1.511, H123 1.091, H124 1.092
114 C -1.8647 3.0051 -6.4095  C113 1.511, H125 1.092, H126 1.082, H127 1.092
115 O -5.8659 2.2255 -3.9975  P110 1.606, C116 1.449
116 C -5.7661 0.9484 -3.3199  O115 1.449, C117 1.517, H128 1.092, H129 1.089
117 C -4.4633 0.8222 -2.5535  C116 1.517, H130 1.090, H131 1.091, H132 1.089
118 H -8.3101 2.7920 -5.0863  C107 1.091
119 H -9.2024 4.0180 -5.9948  C107 1.091
120 H -8.1343 4.4853 -4.6547  C107 1.090
121 H -7.1688 3.1948 -7.2635  C108 1.093
122 H -7.1191 4.9239 -6.9316  C108 1.089
123 H -2.8107 1.1707 -5.7853  C113 1.091
124 H -1.9425 2.0186 -4.5133  C113 1.092
125 H -2.5124 3.2474 -7.2543  C114 1.092
126 H -0.9874 2.4863 -6.7716  C114 1.082
127 H -1.5496 3.9517 -5.9665  C114 1.092
128 H -5.8776 0.1316 -4.0364  C116 1.092
129 H -6.6099 0.9016 -2.6333  C116 1.089
130 H -3.6266 0.6278 -3.2243  C117 1.090
131 H -4.5218 -0.0069 -1.8467  C117 1.091
132 H -4.2446 1.7423 -2.0131  C117 1.089

Summary:
E (Ha): -3397.2024
Structure (SMILES): CCCN[C@H](CO[C@@](CC)(OC[C@H](C)C(C)C)OC(=O)c1ccccc1)OCCCOC(=O)CC.CCOP(=O)(OCC)OCC.CCOP(=O)(OCC)OCC
Molar mass (g mol⁻¹): 859.969
HOMO energy (eV): -9.2



No. 2
# C39H77Cl14N4O9P

8 unconnected molecules or ions with the total composition C39H77Cl14N4O9P in a non-equilibrium geometry (the ωB97M-V functional and the def2-TZVPD basis, the Open Molecules 2025 dataset).

Each atom is followed by the atoms it is bonded to, with distances in Å.
Atoms and positions in Å:
1 C 2.5837 0.6894 -4.4568  C2 1.570, H40 1.119, H41 1.119, H42 1.121
2 C 3.1586 -0.7402 -4.1563  C1 1.570, O3 1.445, C4 1.578, H43 1.127
3 O 2.8974 -1.6031 -5.2854  C2 1.445, H44 0.973
4 C 2.4744 -1.4208 -2.9074  C2 1.578, N5 1.491, H45 1.124, H46 1.129
5 N 2.5961 -0.5059 -1.7364  C4 1.491, C6 1.486, H47 1.022
6 C 2.3234 -1.2620 -0.4868  N5 1.486, C7 1.591, H48 1.115, H49 1.127
7 C 0.7871 -1.2426 -0.0733  C6 1.591, O8 1.440, H50 1.125, H51 1.127
8 O 0.5695 -1.5669 1.3123  C7 1.440, C9 1.413
9 C -0.1516 -0.5826 2.0257  O8 1.413, C10 1.608, O13 1.423, C23 1.603
10 C -0.0982 -1.0468 3.5647  C9 1.608, C11 1.574, H52 1.115, H53 1.130
11 C 0.3052 -2.5596 3.7267  C10 1.574, O12 1.465, H54 1.119, H55 1.124
12 O 0.3247 -2.8238 5.1671  C11 1.465, H56 0.975
13 O -1.4726 -0.3384 1.5560  C9 1.423, C14 1.415
14 C -2.2782 -1.4990 1.4832  O13 1.415, O15 1.433, H57 1.120, H58 1.128
15 O -2.1183 -2.2511 0.2740  C14 1.433, C16 1.426
16 C -2.0669 -3.6569 0.5092  O15 1.426, C17 1.592, H59 1.119, H60 1.131
17 C -1.2503 -4.2784 -0.7076  C16 1.592, N18 1.497, H61 1.132, H62 1.116
18 N -1.4160 -5.7640 -0.7854  C17 1.497, C19 1.493, H63 1.027
19 C -0.1237 -6.2845 -1.3233  N18 1.493, C20 1.593, H64 1.128, H65 1.128
20 C -0.3238 -7.5665 -2.2477  C19 1.593, C21 1.578, O22 1.443, H66 1.132
21 C -0.3119 -8.9309 -1.4542  C20 1.578, H67 1.125, H68 1.117, H69 1.118
22 O -1.4501 -7.4247 -3.1392  C20 1.443, H70 0.973
23 C 0.5564 0.8555 2.0136  C9 1.603, N24 1.476, P36 1.880, H71 1.133
24 N -0.1128 1.8267 2.9006  C23 1.476, C25 1.478, H72 1.026
25 C -0.4970 3.0770 2.2134  N24 1.478, C26 1.571, H73 1.134, H74 1.131
26 C 0.7070 3.9070 1.6398  C25 1.571, C27 1.608, O28 1.449, H75 1.120
27 C 0.5256 3.9725 0.0432  C26 1.608, H76 1.118, H77 1.131, H78 1.114
28 O 0.7518 5.2545 2.1704  C26 1.449, C29 1.420
29 C 2.0279 5.8290 1.9316  O28 1.420, C30 1.565, H79 1.128, H80 1.125
30 C 3.1022 5.4671 3.0107  C29 1.565, C31 1.455, C35 1.451
31 C 2.8200 5.7042 4.4186  C30 1.455, C32 1.460, H81 1.110
32 C 3.8517 5.3982 5.4050  C31 1.460, C33 1.470, H82 1.110
33 C 5.1414 4.8358 4.9781  C32 1.470, C34 1.464, H83 1.106
34 C 5.4347 4.5867 3.5659  C33 1.464, C35 1.460, H84 1.110
35 C 4.3888 4.9314 2.6067  C30 1.451, C34 1.460, H85 1.120
36 P 2.3838 0.8251 2.4534  C23 1.880, N37 1.575, O38 1.677, O39 1.674
37 N 2.9874 -0.5772 2.8391  P36 1.575, H86 1.024
38 O 2.5923 1.9268 3.7008  P36 1.677, H87 0.972
39 O 3.1845 1.5171 1.1558  P36 1.674, H88 0.977
40 H 2.6840 1.3067 -3.5288  C1 1.119
41 H 1.5231 0.6350 -4.8097  C1 1.119
42 H 3.2042 1.1266 -5.2816  C1 1.121
43 H 4.2657 -0.7438 -3.9443  C2 1.127
44 H 3.4245 -1.2297 -6.0134  O3 0.973
45 H 3.0310 -2.3841 -2.7461  C4 1.124
46 H 1.3692 -1.5918 -3.0655  C4 1.129
47 H 1.9286 0.2647 -1.8063  N5 1.022
48 H 3.0011 -0.9034 0.3230  C6 1.115
49 H 2.5740 -2.3507 -0.6361  C6 1.127
50 H 0.2509 -0.3170 -0.4232  C7 1.125
51 H 0.3184 -2.0799 -0.6651  C7 1.127
52 H 0.4941 -0.3478 4.1997  C10 1.115
53 H -1.1661 -0.9689 3.9241  C10 1.130
54 H -0.4345 -3.2636 3.2684  C11 1.119
55 H 1.3550 -2.7596 3.3777  C11 1.124
56 H 0.9625 -2.1625 5.4934  O12 0.975
57 H -2.2032 -2.1931 2.3585  C14 1.120
58 H -3.3459 -1.1368 1.4723  C14 1.128
59 H -1.5078 -3.9601 1.4293  C16 1.119
60 H -3.0857 -4.1451 0.4486  C16 1.131
61 H -0.1653 -4.1054 -0.4338  C17 1.132
62 H -1.5258 -3.8259 -1.6895  C17 1.116
63 H -1.4674 -6.1240 0.1750  N18 1.027
64 H 0.3895 -5.5302 -1.9862  C19 1.128
65 H 0.6050 -6.5150 -0.4932  C19 1.128
66 H 0.5904 -7.5788 -2.9154  C20 1.132
67 H 0.7244 -9.3591 -1.5425  C21 1.125
68 H -1.0512 -9.6121 -1.9419  C21 1.117
69 H -0.5365 -8.7126 -0.3812  C21 1.118
70 H -1.0646 -7.1045 -3.9727  O22 0.973
71 H 0.4857 1.2817 0.9657  C23 1.133
72 H -0.9957 1.4537 3.2669  N24 1.026
73 H -1.3099 2.9097 1.4408  C25 1.134
74 H -0.9874 3.7283 2.9967  C25 1.131
75 H 1.7164 3.4698 1.8516  C26 1.120
76 H 0.2645 5.0087 -0.2853  C27 1.118
77 H 1.5570 3.7743 -0.3764  C27 1.131
78 H -0.1535 3.1810 -0.3492  C27 1.114
79 H 1.9263 6.9521 1.9430  C29 1.128
80 H 2.4773 5.5699 0.9337  C29 1.125
81 H 1.8293 6.1207 4.6950  C31 1.110
82 H 3.6427 5.6083 6.4747  C32 1.110
83 H 5.8969 4.6175 5.7553  C33 1.106
84 H 6.4182 4.1661 3.2693  C34 1.110
85 H 4.6315 4.7687 1.5254  C35 1.120
86 H 3.3513 -0.5233 3.7947  N37 1.024
87 H 2.4002 1.5018 4.5532  O38 0.972
88 H 4.1107 1.2324 1.2770  O39 0.977
89 Cl 2.0243 4.2911 -3.3759  C90 1.782
90 C 2.6112 5.3524 -4.6810  Cl89 1.782, C91 1.512, H93 1.088, H94 1.091
91 C 3.1160 4.5698 -5.8717  C90 1.512, Cl92 1.782, H95 1.091, H96 1.090
92 Cl 4.6228 3.6905 -5.5097  C91 1.782
93 H 3.3842 5.9974 -4.2676  C90 1.088
94 H 1.7696 5.9782 -4.9805  C90 1.091
95 H 3.3384 5.2518 -6.6931  C91 1.091
96 H 2.3782 3.8471 -6.2191  C91 1.090
97 Cl -2.7503 4.4300 0.7810  C98 1.782
98 C -3.4112 5.8206 -0.1163  Cl97 1.782, C99 1.511, H101 1.090, H102 1.091
99 C -3.5745 5.5172 -1.5871  C98 1.511, Cl100 1.780, H103 1.091, H104 1.089
100 Cl -2.0029 5.3384 -2.4035  C99 1.780
101 H -2.7505 6.6713 0.0479  C98 1.090
102 H -4.3816 6.0527 0.3243  C98 1.091
103 H -4.0988 6.3376 -2.0786  C99 1.091
104 H -4.1455 4.6037 -1.7486  C99 1.089
105 Cl -5.7400 -2.0614 1.1851  C106 1.784
106 C -6.3311 -3.6068 0.5170  Cl105 1.784, C107 1.510, H109 1.090, H110 1.091
107 C -6.8011 -4.5510 1.5978  C106 1.510, Cl108 1.783, H111 1.091, H112 1.089
108 Cl -5.4529 -5.1554 2.5956  C107 1.783
109 H -5.5303 -4.0449 -0.0787  C106 1.090
110 H -7.1604 -3.3667 -0.1501  C106 1.091
111 H -7.2746 -5.4226 1.1446  C107 1.091
112 H -7.5243 -4.0752 2.2591  C107 1.089
113 Cl 3.2695 8.8037 -4.6013  C114 1.783
114 C 2.3630 8.9473 -3.0725  Cl113 1.783, C115 1.512, H117 1.090, H118 1.090
115 C 3.2536 8.7780 -1.8626  C114 1.512, Cl116 1.782, H119 1.091, H120 1.089
116 Cl 3.8509 7.1077 -1.6889  C115 1.782
117 H 1.5595 8.2108 -3.0850  C114 1.090
118 H 1.9151 9.9414 -3.0648  C114 1.090
119 H 2.6910 9.0060 -0.9566  C115 1.091
120 H 4.1158 9.4424 -1.9047  C115 1.089
121 Cl -9.6368 -2.2555 -4.4400  C122 1.781
122 C -10.5080 -2.1312 -2.8915  Cl121 1.781, C123 1.511, H125 1.089, H126 1.090
123 C -9.5863 -2.2935 -1.7047  C122 1.511, Cl124 1.783, H127 1.091, H128 1.090
124 Cl -8.9621 -3.9580 -1.5609  C123 1.783
125 H -11.3002 -2.8789 -2.8888  C122 1.089
126 H -10.9700 -1.1439 -2.8671  C122 1.090
127 H -10.1292 -2.0792 -0.7836  C123 1.091
128 H -8.7342 -1.6168 -1.7631  C123 1.090
129 Cl 4.4599 2.7852 6.3073  C130 1.787
130 C 4.7175 1.4705 7.4902  Cl129 1.787, C131 1.511, H133 1.090, H134 1.091
131 C 5.8509 1.7786 8.4414  C130 1.511, Cl132 1.782, H135 1.090, H136 1.089
132 Cl 7.4352 1.7623 7.6254  C131 1.782
133 H 4.8967 0.5479 6.9381  C130 1.090
134 H 3.7867 1.3586 8.0487  C130 1.091
135 H 5.8915 1.0219 9.2256  C131 1.090
136 H 5.7238 2.7522 8.9135  C131 1.089
137 Cl -3.7953 -10.9314 -7.4423  C138 1.783
138 C -4.0678 -9.9725 -5.9640  Cl137 1.783, C139 1.511, H141 1.089, H142 1.090
139 C -2.8552 -9.9559 -5.0621  C138 1.511, Cl140 1.782, H143 1.091, H144 1.089
140 Cl -2.5421 -11.5487 -4.3261  C139 1.782
141 H -4.9404 -10.3791 -5.4544  C138 1.089
142 H -4.3021 -8.9572 -6.2854  C138 1.090
143 H -3.0140 -9.2552 -4.2415  C139 1.091
144 H -1.9591 -9.6507 -5.6008  C139 1.089

Summary:
E (Ha): -9212.2997
Structure (SMILES): C[C@H](O)CNCCO[C@](CCO)(OCOCCNC[C@@H](C)O)[C@@H](NC[C@@H](C)OCc1ccccc1)P(=N)(O)O.ClCCCl.ClCCCl.ClCCCl.ClCCCl.ClCCCl.ClCCCl.ClCCCl
Molar mass (g mol⁻¹): 1273.380
HOMO energy (eV): -8.4